Record 1
Here is a single C3H5N5OS molecule in a non-equilibrium geometry from OMol25. Energies are from ωB97M-V with the def2-TZVPD basis set.

## Properties
**HOMO-LUMO gap**: 8.949 eV
**Spin multiplicity**: 1
**HOMO**: -8.65 eV
**Net charge**: 0
**E_LUMO**: 0.29 eV
**SMILES string**: NC(=O)Sn1ncnc1N

Structure (XYZ):
```
15
Properties=species:S:1:pos:R:3:mulliken_charge:R:1
S 0.882 -0.240 -1.151 -0.27
O 1.444 -0.088 1.448 -0.48
N -1.174 -1.504 -0.028 -0.69
N -1.242 2.035 -0.524 -0.46
N -0.670 -0.313 -0.492 0.46
N -2.616 0.196 0.366 -0.67
N 3.234 -0.672 0.122 -0.45
C -2.332 -1.091 0.537 -0.03
C 1.922 -0.337 0.407 0.63
C -1.578 0.715 -0.211 0.59
H 3.819 -0.563 1.007 0.27
H -0.220 2.070 -0.944 0.23
H -2.969 -1.837 1.115 0.35
H -2.149 2.521 -0.843 0.30
H 3.651 -0.893 -0.810 0.22
```

***

Record 2
Here is a molecular structure, C5H8O2 from OMol25. Energies are from ωB97M-V with the def2-TZVPD basis set.

## Properties
**HOMO-LUMO gap**: 8.693 eV
**Spin multiplicity**: 1
**HOMO**: -7.95 eV
**Net charge**: 0
**E_LUMO**: 0.74 eV

Structure (XYZ):
```
15
Properties=species:S:1:pos:R:3:mulliken_charge:R:1
O 0.330 2.551 -0.449 -0.37
O 0.605 -1.128 -1.217 -0.48
C 0.835 -0.227 -0.097 0.02
C 0.329 -1.295 0.868 -0.59
C 0.336 1.657 0.549 -0.40
C -0.550 -1.411 -0.387 -0.07
C -1.034 0.014 -0.383 -1.06
H 1.849 0.158 -0.168 0.53
H -0.648 1.757 1.032 0.24
H 1.209 2.551 -0.857 0.34
H -1.204 0.450 -1.368 0.35
H 1.034 -2.120 1.008 0.25
H -1.160 -2.267 -0.686 0.47
H -1.798 0.281 0.350 0.50
H -0.134 -0.971 1.803 0.26
```

***

Record 3
Here is a molecular structure, C31H37N5Ti in a non-equilibrium geometry from OMol25. Energies are from ωB97M-V with the def2-TZVPD basis set.

## Properties
**HOMO-LUMO gap (spin up / spin down)**: 3.763 / 3.751 eV
**Spin multiplicity**: 2
**HOMO (spin up / spin down)**: -1.64 / -1.64 eV
**Net charge**: -1
**E_LUMO (spin up / spin down)**: 2.12 / 2.11 eV

Structure (XYZ):
```
74
Properties=species:S:1:pos:R:3:mulliken_charge:R:1
Ti 0.362 0.015 0.034 -0.39
N -1.519 2.425 -0.978 0.60
N 4.737 -0.114 3.916 -0.73
N 0.478 2.352 0.003 -0.34
N 2.191 -0.564 -0.570 0.53
N 2.331 -0.620 -1.921 0.17
C -4.917 1.584 -2.209 -1.11
C -4.325 2.645 -0.026 -1.60
C -0.804 1.036 -3.267 -1.31
C -1.386 3.605 -0.242 0.20
C 0.831 -2.615 1.334 0.26
C 3.395 -0.881 -0.019 -0.68
C -2.240 1.252 -2.923 1.26
C -0.115 3.605 0.257 -1.41
C -0.988 -1.618 0.250 0.59
C 5.979 1.437 2.571 -0.73
C 2.023 -3.431 1.640 -1.74
C 5.867 0.481 3.602 -0.16
C -3.924 2.087 -1.358 1.16
C -2.204 -1.574 -0.615 -1.54
C -3.255 0.727 -3.719 -1.01
C -2.586 1.988 -1.777 0.31
C -1.926 -0.267 2.289 -1.47
C 3.598 1.296 2.247 -0.39
C 4.833 1.799 1.849 -0.10
C 3.586 0.345 3.337 0.57
C -0.373 1.655 -0.805 0.37
C 0.103 -1.855 2.325 0.83
C 2.419 -0.208 3.852 -1.12
C -0.864 -1.025 1.590 1.64
C 0.284 -3.520 -0.999 -2.07
C 0.133 -2.019 3.683 -1.54
C -5.682 0.411 -4.316 -1.50
C 4.299 -1.037 -1.045 -1.22
C -4.602 0.915 -3.396 0.61
C 0.136 -2.543 0.112 0.63
C 3.604 -0.900 -2.237 -0.33
H 3.511 -0.953 1.062 0.69
H -6.604 0.236 -3.757 0.37
H -0.744 0.588 -4.265 0.51
H -2.844 -2.470 -0.499 0.26
H -0.306 -1.244 4.309 0.30
H -2.621 -0.960 2.786 0.40
H -2.973 0.173 -4.615 0.32
H 0.385 4.460 0.731 0.38
H 1.544 -0.595 -2.564 0.12
H -4.026 3.690 0.089 0.35
H 1.337 -3.716 -1.268 0.38
H 2.629 1.575 1.783 0.41
H 6.967 1.829 2.320 0.30
H -0.223 1.969 -3.282 0.36
H 1.792 -4.337 2.224 0.40
H 2.542 -3.745 0.720 0.33
H 6.735 0.178 4.179 0.37
H -2.149 4.371 -0.179 0.41
H -2.516 0.368 1.612 -0.29
H 1.483 0.214 3.529 0.22
H -5.974 1.721 -1.927 0.28
H 5.348 -1.225 -0.919 0.44
H 0.835 -2.733 4.122 0.44
H -5.921 1.114 -5.126 0.28
H -5.375 -0.527 -4.787 0.37
H -5.424 2.611 0.017 0.38
H -2.834 -0.706 -0.380 0.21
H -3.951 2.079 0.843 0.17
H 3.919 -0.970 -3.258 0.49
H 4.898 2.547 1.037 0.36
H -0.297 0.302 -2.596 -0.20
H -1.930 -1.510 -1.676 0.27
H -0.244 -3.200 -1.909 0.29
H -1.490 0.364 3.074 0.45
H -0.147 -4.488 -0.680 0.39
H 2.732 -2.842 2.245 0.28
H 2.460 -1.036 4.536 0.24
```

***

Record 4
Here is a molecular structure, C10H20Cl2N2RhS in a non-equilibrium geometry from OMol25. Energies are from ωB97M-V with the def2-TZVPD basis set.

## Properties
**HOMO-LUMO gap (spin up / spin down)**: 4.367 / 6.816 eV
**Spin multiplicity**: 5
**HOMO (spin up / spin down)**: -1.65 / -4.12 eV
**Net charge**: -1
**E_LUMO (spin up / spin down)**: 2.72 / 2.69 eV

Structure (XYZ):
```
36
Properties=species:S:1:pos:R:3:mulliken_charge:R:1
Rh 0.252 -0.122 -0.309 -0.30
Cl 0.062 -2.397 -0.585 -0.58
Cl 1.175 1.868 0.485 -0.62
S -0.834 -0.651 1.755 -0.46
N -0.440 1.341 3.512 -0.19
N 1.063 -0.452 3.575 -0.32
C -1.622 -0.192 -3.184 -0.42
C 2.249 0.263 4.078 -1.03
C -1.410 0.531 -0.836 -0.25
C -0.259 1.802 4.897 -1.06
C -1.711 0.989 -2.206 -0.85
C 0.845 -0.673 -3.522 -0.55
C 2.555 -0.431 -1.725 -0.68
C 0.003 0.170 3.036 0.67
C -0.420 -0.054 -4.115 -1.03
C 1.359 0.016 -2.253 -0.43
H -1.262 1.728 3.033 0.27
H 1.324 -1.322 3.083 0.33
H -2.248 0.539 -0.108 0.48
H 0.975 1.044 -2.072 0.73
H -0.207 0.999 -4.326 0.36
H 3.077 0.104 -0.935 0.32
H 0.688 -1.742 -3.316 0.29
H 3.072 0.035 3.387 0.31
H 2.019 1.327 4.108 0.41
H -0.639 -0.533 -5.076 0.35
H -1.247 1.898 5.370 0.30
H -1.537 -1.135 -2.632 0.29
H -0.992 1.807 -2.413 0.32
H 2.512 -0.136 5.067 0.28
H -2.734 1.424 -2.215 0.29
H 0.366 1.083 5.434 0.41
H 1.647 -0.626 -4.283 0.42
H 3.062 -1.231 -2.286 0.23
H 0.197 2.802 4.873 0.30
H -2.539 -0.219 -3.776 0.41
```

***

Record 5
Here is a single C3H5NO2S molecule in a non-equilibrium geometry from OMol25. Energies are from ωB97M-V with the def2-TZVPD basis set.

## Properties
**HOMO-LUMO gap**: 9.222 eV
**Spin multiplicity**: 1
**HOMO**: -8.97 eV
**Net charge**: 0
**E_LUMO**: 0.25 eV
**SMILES string**: O=CCONC=S

Structure (XYZ):
```
12
Properties=species:S:1:pos:R:3:mulliken_charge:R:1
S 0.524 1.565 -1.367 -0.29
O -1.262 -0.395 1.059 -0.29
O 1.115 -2.617 -0.420 -0.41
N -0.854 1.004 0.988 -0.17
C -0.134 -1.275 1.093 -0.25
C 0.324 -1.759 -0.421 0.07
C -0.184 1.795 0.125 -0.02
H -0.747 -2.307 1.439 0.21
H -0.351 -1.306 -1.210 0.30
H 0.657 -0.926 1.908 0.30
H -0.835 1.261 2.081 0.31
H 0.007 2.744 0.852 0.21
```

***

Record 6
Here is 2 unconnected molecules or ions with the total composition C3H9NO from OMol25. Energies are from ωB97M-V with the def2-TZVPD basis set.

## Properties
**HOMO-LUMO gap**: 10.877 eV
**Spin multiplicity**: 1
**HOMO**: -10.07 eV
**Net charge**: 0
**E_LUMO**: 0.81 eV
**SMILES string**: NC=O.CC

Structure (XYZ):
```
14
Properties=species:S:1:pos:R:3:mulliken_charge:R:1
O -3.021 0.424 -1.801 -0.54
N -2.703 2.106 -0.355 -0.36
C 1.786 -1.125 1.378 -0.81
C -2.312 1.314 -1.376 0.11
C 1.987 -1.325 -0.131 -0.76
H -1.344 1.502 -1.863 0.34
H 2.324 -1.882 1.947 0.27
H -3.656 1.931 -0.057 0.24
H 2.208 -0.187 1.756 0.26
H 2.868 -1.929 -0.322 0.29
H 2.111 -0.375 -0.651 0.24
H 0.741 -1.191 1.688 0.26
H 1.119 -1.858 -0.504 0.25
H -2.107 2.594 0.288 0.22
```

***

Per-record total energy, a.u.: -864.51024 -345.52298 -2326.56743 -1931.55987 -720.57072 -249.69251
Per-record ΔE to the lowest compared entry with this formula, charge and spin, kcal per mole: 23.63 176.94 53.95 0.00 110.30 13.30